i:
The following is a DFT calculation (wB97M-V/def2-TZVPD) of the ion C4H10NO with charge -1.

## Properties
- HOMO energy (eV) = -2.2535
- net charge = -1
- spin multiplicity = 1
- LUMO level (eV) = 4.23
- frontier orbital gap (eV) = 6.480
- SMILES = CC[C@H](N)C[O-]

The geometry in XYZ format:
```
16
C4H10NO, DFT wB97M-V/def2-TZVPD
C -0.7514 -1.1365 -0.8589
O 0.2695 -2.0304 -0.9160
C -0.4813 -0.0242 0.2432
C 0.5211 1.0049 -0.3266
C 0.4380 2.4164 0.2844
N 0.0309 -0.6552 1.4303
H -1.7241 -1.6146 -0.5378
H -0.9286 -0.6772 -1.8567
H -1.4302 0.4984 0.4035
H 0.3459 1.0060 -1.4020
H 1.4851 0.5902 -0.1803
H 0.2751 3.1788 -0.4739
H -0.3454 2.4477 1.0438
H 1.3615 2.6674 0.8115
H 0.9204 -1.0686 1.1583
H -0.5142 -1.4958 1.5963
```


ii:
The following is a DFT calculation (wB97M-V/def2-TZVPD) of the ion C4H10NO with charge -1.

## Properties
- HOMO energy (eV) = -2.3027
- net charge = -1
- spin multiplicity = 1
- LUMO level (eV) = 4.24
- frontier orbital gap (eV) = 6.539
- SMILES = C[C@@H](N)CC[O-]

The geometry in XYZ format:
```
16
C4H10NO, DFT wB97M-V/def2-TZVPD
C -0.0672 1.7409 0.3901
C 0.6014 0.3723 0.1515
C -0.2475 -0.7861 0.5841
C -1.2461 -1.2106 -0.6367
O -0.9492 -0.7005 -1.8147
N 1.9297 0.3116 0.8815
H 0.2444 2.3699 -0.4436
H 0.2310 2.3503 1.2476
H -1.1312 1.5713 0.2807
H 0.8104 0.2525 -0.9058
H -0.9384 -0.5245 1.3839
H 0.3515 -1.6825 0.7438
H -2.2802 -0.9789 -0.2267
H -1.2997 -2.3295 -0.5678
H 1.7981 -0.3181 1.6705
H 2.1905 1.1753 1.3563
```


iii:
The following is a DFT calculation (wB97M-V/def2-TZVPD) of the ion C4H10NO with charge -1.

## Properties
- HOMO energy (eV) = -2.0262
- net charge = -1
- spin multiplicity = 1
- LUMO level (eV) = 4.13
- frontier orbital gap (eV) = 6.152
- SMILES = CNCCC[O-]

The geometry in XYZ format:
```
16
C4H10NO, DFT wB97M-V/def2-TZVPD
C -0.5225 -2.1343 -0.1823
N 0.8096 -1.5775 -0.3519
C 0.8685 -0.2317 -1.0273
C 0.6903 0.9337 -0.0543
C -0.6584 1.0911 0.6887
O -1.0242 2.3890 0.9226
H -0.5347 -2.8197 0.6640
H -0.7093 -2.7308 -1.0967
H -1.3976 -1.4874 -0.1022
H 1.1839 -1.3394 0.5614
H 0.1355 -0.2498 -1.8563
H 1.8009 -0.1642 -1.5996
H 1.5539 0.9179 0.6324
H 0.7846 1.8535 -0.6373
H -1.4749 0.7036 0.0435
H -0.6135 0.4826 1.6275
```


iv:
The following is a DFT calculation (wB97M-V/def2-TZVPD) of the ion C4H10NO with charge -1.

## Properties
- HOMO energy (eV) = -2.2264
- net charge = -1
- spin multiplicity = 1
- LUMO level (eV) = 4.00
- frontier orbital gap (eV) = 6.228
- SMILES = CCCNC[O-]

The geometry in XYZ format:
```
16
C4H10NO, DFT wB97M-V/def2-TZVPD
C -0.1218 0.6433 0.2715
N 1.0280 -0.0046 -0.3338
C 2.1165 0.9895 -0.6302
O 2.5710 1.6000 0.4280
C -1.3727 -0.1847 0.0680
C -1.3748 -1.5238 0.8052
H 0.0689 0.8342 1.3266
H -0.2305 1.6338 -0.2073
H 0.7077 -0.3983 -1.2197
H 2.8660 0.3604 -1.1966
H 1.6686 1.6389 -1.4564
H -1.4747 -0.4256 -0.9967
H -2.3021 0.3477 0.2689
H -1.4724 -1.3659 1.8768
H -2.2179 -2.0780 0.3946
H -0.4598 -2.0669 0.6009
```


Computed relative energies in units of kcal/mol: i 0.0; ii 11.3; iii 16.1; iv 1.7


i:
The following is a DFT calculation (wB97M-V/def2-TZVPD) of a cluster of 2 separate species, C4H10NO in total.

## Properties
- HOMO energy (eV) = -1.8558
- net charge = -1
- spin multiplicity = 1
- LUMO level (eV) = 4.09
- frontier orbital gap (eV) = 5.946

The geometry in XYZ format:
```
16
C4H10NO, DFT wB97M-V/def2-TZVPD
C 1.9734 0.4860 0.6846
C 0.8613 -1.5539 -0.3328
C 0.1176 0.8208 -0.8505
C 1.0770 -0.0816 -0.1509
N -2.9173 0.1394 0.7487
O -2.4317 -0.0792 -0.5437
H -3.3109 1.0703 0.7667
H 2.6043 -0.0617 1.5342
H 2.1219 1.5596 0.6933
H 0.9750 -2.1044 0.7237
H 1.6062 -1.8902 -0.9702
H -0.1106 -1.7403 -0.7210
H 0.0653 0.8624 -2.0224
H -1.0232 0.5178 -0.6061
H 0.4462 1.7552 -0.4051
H -2.0543 0.2998 1.4515
```


ii:
The following is a DFT calculation (wB97M-V/def2-TZVPD) of a cluster of 2 separate species, C4H10NO in total.

## Properties
- HOMO energy (spin up / spin down) (eV) = -1.5491 / -1.5480
- net charge = -1
- spin multiplicity = 1
- LUMO level (spin up / spin down) (eV) = 4.03 / 4.03
- frontier orbital gap (spin up / spin down) (eV) = 5.576 / 5.575

The geometry in XYZ format:
```
16
C4H10NO, DFT wB97M-V/def2-TZVPD
C -1.3273 0.3856 0.5030
C 0.2601 -1.4449 0.0842
C 1.1058 0.8729 0.7756
C 0.0816 0.0463 0.1249
N 0.2210 0.0886 -1.8603
O -0.8584 -0.6214 -2.2725
H -1.8389 -0.1387 1.2764
H -1.2879 1.4547 0.7531
H -1.9109 0.2424 -0.5182
H 1.2280 -1.6664 -0.1930
H -0.2579 -1.9004 -0.7692
H 0.0321 -1.8947 1.0437
H 2.1842 0.7055 0.4598
H 1.1510 1.9691 0.7180
H 0.9901 0.7567 1.8674
H 0.2274 1.1445 -1.9929
```


Computed relative energies in units of kcal/mol: i 0.0; ii 4.0


i:
The following is a DFT calculation (wB97M-V/def2-TZVPD) of the ion C7H11N2O2 with charge +1.

## Properties
- HOMO energy (spin up / spin down) (eV) = -14.1011 / -13.5895
- net charge = +1
- spin multiplicity = 1
- LUMO level (spin up / spin down) (eV) = -6.39 / -7.05
- frontier orbital gap (spin up / spin down) (eV) = 7.710 / 6.543

The geometry in XYZ format:
```
22
C7H11N2O2, DFT wB97M-V/def2-TZVPD
C -1.2992 0.5306 -0.2903
C 1.6845 -1.4211 0.3924
C 0.1891 -1.4490 -0.0485
C 1.6710 -0.2528 1.4308
C -0.1516 -0.2536 -0.7896
C 1.4562 1.0547 0.8752
C -2.9308 2.0980 -1.1222
N 2.7740 2.1239 -0.7924
N 2.2055 1.6041 0.0148
O -1.9471 0.2443 0.6836
O -1.6764 1.4438 -1.2050
H 2.0267 -2.4201 0.9307
H 2.3910 -1.2519 -0.4362
H 0.0684 -2.3242 -0.5241
H -0.5609 -1.3574 0.7331
H 0.7740 -0.4591 2.0233
H 2.5159 -0.4073 1.9965
H 0.2647 0.0809 -1.6502
H 0.7164 1.7745 1.4047
H -3.3922 1.8636 -2.0106
H -2.8521 3.1825 -1.1496
H -3.4963 1.9291 -0.1806
```


ii:
The following is a DFT calculation (wB97M-V/def2-TZVPD) of a cluster of 2 separate species, C7H11N2O2 in total.

## Properties
- HOMO energy (eV) = -13.9331
- net charge = +1
- spin multiplicity = 1
- LUMO level (eV) = -3.74
- frontier orbital gap (eV) = 10.198

The geometry in XYZ format:
```
22
C7H11N2O2, DFT wB97M-V/def2-TZVPD
C 1.8311 0.3696 -1.0556
C 0.5287 0.6008 -1.3119
C 0.6356 -0.3512 0.6503
C -1.6440 -1.8054 -0.3310
C 3.0760 -0.5678 0.8921
C -2.5637 1.7324 0.6963
C -1.6384 -0.2472 -0.2911
N 1.8708 -0.1933 0.1952
N -0.2433 0.0892 -0.2687
O -0.6421 -2.4688 -0.4626
O -2.4060 0.2732 0.6976
H 2.6907 0.5351 -1.7254
H 0.2028 1.0278 -2.2627
H 0.5110 -0.5542 1.7052
H -2.5665 -2.4091 -0.4227
H 2.9788 -0.9697 1.8560
H 3.5085 -1.1362 0.0861
H 3.7927 0.1170 1.2329
H -1.7321 2.0579 1.2269
H -3.4762 1.8109 1.2589
H -2.5480 2.0436 -0.4749
H -2.1664 0.0454 -1.8909
```


Computed relative energies in units of kcal/mol: i 19.0; ii 0.0


i:
The following is a DFT calculation (wB97M-V/def2-TZVPD) of a cluster of 2 separate species, C4H5N3O2 in total.

## Properties
- HOMO energy (spin up / spin down) (eV) = -6.4716 / -7.7780
- spin multiplicity = 1
- LUMO level (spin up / spin down) (eV) = 0.36 / -0.18
- frontier orbital gap (spin up / spin down) (eV) = 6.836 / 7.595

The geometry in XYZ format:
```
14
C4H5N3O2, DFT wB97M-V/def2-TZVPD
C 1.1475 -0.8833 -1.3101
C 1.2618 0.4424 -1.3121
C -0.0702 -0.0886 0.4571
C -0.4549 -0.0972 1.7790
N 0.3090 -1.2470 -0.2070
N -1.9950 0.2560 -1.1008
N -0.7982 1.0502 2.3369
O 0.4573 0.9552 -0.2537
O -1.6172 -0.7864 -1.5638
H 1.5819 -1.5154 -2.1139
H 1.8813 1.1317 -1.9915
H -0.9563 1.8956 1.8776
H -1.0957 1.0976 3.3542
H 0.3487 -2.2108 0.0481
```


ii:
The following is a DFT calculation (wB97M-V/def2-TZVPD) of a cluster of 2 separate species, C4H5N3O2 in total.

## Properties
- HOMO energy (eV) = -9.2619
- spin multiplicity = 1
- LUMO level (eV) = 0.19
- frontier orbital gap (eV) = 9.454

The geometry in XYZ format:
```
14
C4H5N3O2, DFT wB97M-V/def2-TZVPD
C -0.5814 -0.6331 -1.7511
C 0.3270 -0.6051 1.7768
C 0.3639 0.2503 0.5429
C 0.9772 1.8176 -0.9145
H 0.5761 -0.9734 -2.1429
H -1.0052 0.3058 -2.2048
H -1.0495 -2.0219 -1.9096
H 1.1017 -0.2359 2.6294
H 1.8881 2.4720 -1.3745
N -0.3507 -0.6406 -0.2844
N -0.6508 -1.5492 1.8004
N 1.0537 1.3542 0.4829
O -0.9954 -1.6514 0.5816
O -0.0541 1.8170 -1.4460
```


iii:
The following is a DFT calculation (wB97M-V/def2-TZVPD) of the molecule C4H5N3O2.

## Properties
- HOMO energy (eV) = -10.3716
- spin multiplicity = 1
- LUMO level (eV) = 0.42
- frontier orbital gap (eV) = 10.791
- SMILES = Cc1nc(=O)[nH]c(=O)[nH]1

The geometry in XYZ format:
```
14
C4H5N3O2, DFT wB97M-V/def2-TZVPD
C 0.0332 -0.0501 -2.1997
C 0.0728 0.1164 -0.7342
C 0.4635 1.4230 1.1797
C -0.3579 -0.9499 1.4454
H -0.6964 0.6641 -2.6307
H -0.2772 -1.0491 -2.5080
H 1.0154 0.1475 -2.6691
H 0.0287 0.3779 2.9358
H -0.5617 -1.8512 -0.4064
N 0.4437 1.2737 -0.2123
N 0.0594 0.2899 1.9202
N -0.3124 -0.9723 0.0368
O 0.7587 2.4562 1.7340
O -0.6699 -1.8762 2.1084
```


Computed relative energies in units of kcal/mol: i 187.4; ii 212.2; iii 0.0


i:
The following is a DFT calculation (wB97M-V/def2-TZVPD) of the ion C5H9N3 with charge +2.

## Properties
- HOMO energy (eV) = -20.9391
- net charge = +2
- spin multiplicity = 1
- LUMO level (eV) = -12.18
- frontier orbital gap (eV) = 8.759

The geometry in XYZ format:
```
17
C5H9N3, DFT wB97M-V/def2-TZVPD
C 0.4247 -1.7660 0.1088
C -0.4908 -0.6273 -0.0793
C 1.6548 -0.0151 -0.0989
C 2.6979 0.9584 -0.0261
C -2.6752 0.4120 0.0615
N 1.6234 -1.3821 0.0180
N 0.3433 0.4649 -0.0225
N -1.7651 -0.7268 -0.1208
H 0.2873 -2.7444 0.3902
H 3.4351 0.9456 -0.9781
H 3.3812 0.5772 0.6828
H 2.3969 1.9457 0.0316
H -3.5787 0.0790 0.4055
H -2.3415 1.1326 0.7027
H -2.9856 0.8598 -0.8953
H -0.0626 1.3841 0.1126
H -2.3450 -1.4975 -0.2925
```


ii:
The following is a DFT calculation (wB97M-V/def2-TZVPD) of the ion C5H9N3 with charge +2.

## Properties
- HOMO energy (spin up / spin down) (eV) = -19.6364 / -19.3268
- net charge = +2
- spin multiplicity = 1
- LUMO level (spin up / spin down) (eV) = -10.74 / -11.25
- frontier orbital gap (spin up / spin down) (eV) = 8.898 / 8.073

The geometry in XYZ format:
```
17
C5H9N3, DFT wB97M-V/def2-TZVPD
C -0.4716 -1.1826 2.3151
C 0.6482 -0.6337 0.1279
C -2.1903 1.1854 0.4947
C 0.6344 -1.4480 1.3047
C 0.6288 0.8219 -1.6880
N -1.4010 -0.3547 2.1050
N -1.3594 0.4010 1.0244
N 1.1147 -0.2415 -0.8993
H -0.5205 -1.8185 3.2049
H -3.1681 1.3546 0.9789
H -2.0239 1.6166 -0.5090
H 1.5631 -1.5458 1.7450
H 0.4742 -2.4493 0.9301
H 0.8963 1.6684 -1.1710
H -0.4088 0.9585 -1.8554
H 0.9190 0.9941 -2.7204
H 1.9123 -0.7195 -1.4420
```


Computed relative energies in units of kcal/mol: i 0.0; ii 78.8


i:
The following is a DFT calculation (wB97M-V/def2-TZVPD) of a cluster of 4 separate species, C12H32O4 in total.

## Properties
- HOMO energy (eV) = -9.4585
- spin multiplicity = 1
- LUMO level (eV) = 0.55
- frontier orbital gap (eV) = 10.007
- SMILES = CC(C)O.CC(C)O.CC(C)O.CC(C)O

The geometry in XYZ format:
```
48
C12H32O4, DFT wB97M-V/def2-TZVPD
C 0.0319 -3.6568 3.7729
C -0.8281 -2.4243 4.0052
C -2.1818 -2.4966 3.3078
O -0.9356 -2.1702 5.4005
H -0.3690 -4.4903 4.3629
H 1.0532 -3.5337 4.1277
H 0.0218 -4.0129 2.7416
H -0.3582 -1.5216 3.6030
H -2.7122 -1.5503 3.1850
H -2.8630 -3.1786 3.8294
H -2.0954 -2.8656 2.2819
H -1.5297 -2.8282 5.7821
C 0.6284 -1.9950 -2.1534
C -0.0202 -1.3623 -0.9273
C 0.1723 -2.2137 0.3249
O 0.4724 -0.0477 -0.7806
H 0.5218 -1.3874 -3.0452
H 0.2285 -3.0089 -2.2531
H 1.6946 -2.1650 -1.9622
H -1.0936 -1.3891 -1.1699
H 1.2361 -2.3354 0.5330
H -0.3719 -3.1549 0.2552
H -0.2564 -1.7026 1.1913
H -0.2458 0.5560 -0.4977
C 2.6401 1.2232 -5.0189
C 2.2671 1.7998 -3.6748
C 0.7920 2.1880 -3.6419
O 2.6416 0.9425 -2.5899
H 2.6038 1.9896 -5.7917
H 1.9213 0.4397 -5.2960
H 3.6067 0.7188 -5.0163
H 2.8887 2.6979 -3.5037
H 0.5433 2.8182 -4.5024
H 0.5704 2.8532 -2.8054
H 0.1587 1.3023 -3.6676
H 1.8787 0.8340 -1.9980
C -0.9279 4.2011 0.6644
C -0.6348 2.7372 0.7033
C -1.1333 2.0350 1.9714
O -1.2770 2.0738 -0.4193
H -0.3942 4.7617 1.4333
H -1.9864 4.4020 0.8601
H -0.6840 4.6096 -0.3175
H 0.4116 2.4717 0.5515
H -2.2302 2.0008 1.9268
H -0.7668 2.4084 2.9214
H -0.9487 0.9582 1.8760
H -2.1406 2.4683 -0.5799
```


ii:
The following is a DFT calculation (wB97M-V/def2-TZVPD) of a cluster of 4 separate species, C12H32O4 in total.

## Properties
- HOMO energy (eV) = -10.0888
- spin multiplicity = 1
- LUMO level (eV) = 0.45
- frontier orbital gap (eV) = 10.543
- SMILES = CC(C)O.CC(C)O.CC(C)O.CC(C)O

The geometry in XYZ format:
```
48
C12H32O4, DFT wB97M-V/def2-TZVPD
C -4.8387 -3.0921 2.0988
C -4.0718 -2.0770 2.8291
C -4.1487 -2.1844 4.3429
O -2.7244 -2.2997 2.5013
H -4.6911 -4.0796 2.5359
H -4.5546 -3.0720 1.0467
H -5.9246 -3.0011 2.0759
H -4.3868 -1.0683 2.5619
H -4.1938 -3.2489 4.5729
H -5.1008 -1.7292 4.6153
H -3.3218 -1.6844 4.8471
H -2.4216 -1.6492 1.8636
C 0.6267 0.1873 -1.7687
C -0.8907 0.4412 -1.9246
C -1.4505 -0.6795 -2.8297
O -1.6384 0.4660 -0.7134
H 1.1687 1.0968 -1.5097
H 1.0460 -0.1241 -2.7254
H 0.7658 -0.4975 -0.9321
H -1.0614 1.3574 -2.4898
H -0.9918 -0.4917 -3.8005
H -2.5318 -0.6153 -2.9512
H -1.1596 -1.6673 -2.4724
H -2.5766 0.4709 -0.9170
C 1.2415 6.5121 -2.0907
C 1.0375 7.8110 -1.3213
C -0.3195 8.3608 -1.4196
O 1.3999 7.5413 -0.0459
H 0.4526 5.8262 -1.7818
H 2.1484 5.9417 -1.8899
H 1.0868 6.6230 -3.1640
H 1.8142 8.4566 -1.7312
H -0.3729 9.2451 -0.7846
H -1.0217 7.6540 -0.9775
H -0.6795 8.5666 -2.4277
H 0.9917 6.7056 0.1921
C 4.7839 -3.9651 1.2232
C 4.2981 -5.2958 0.8224
C 3.4642 -5.3014 -0.4703
O 5.4247 -6.1115 0.9468
H 4.1481 -3.0904 1.3600
H 5.5263 -3.7032 0.4694
H 5.3956 -3.9552 2.1252
H 3.6610 -5.7347 1.5902
H 3.8784 -4.9192 -1.4032
H 2.6157 -4.6445 -0.2789
H 3.0005 -6.2766 -0.6191
H 5.0967 -7.0047 0.8193
```


Computed relative energies in units of kcal/mol: i 0.0; ii 32.1